Version i
ORCA calculation (ωB97M-V/def2-TZVPD) on a structure of composition C2H8IN2.

As for the net charge: +1. As for the highest occupied orbital energy: -12.639 eV.

The geometry in XYZ format:
```
13
C2H8IN2 (ωB97M-V/def2-TZVPD)
C -1.261 0.546 -0.249
C 0.169 0.281 0.160
N 0.562 0.225 1.434
N 1.070 -0.421 -0.798
I 1.162 2.789 -0.877
H -2.008 -0.323 -0.097
H -1.492 0.935 -1.273
H -1.793 1.156 0.564
H 1.392 -0.332 1.596
H 0.247 0.904 2.129
H 0.579 -0.450 -1.644
H 1.928 0.407 -0.706
H 1.188 -1.430 -0.574
```

=====

Version ii
ORCA calculation (ωB97M-V/def2-TZVPD) on a cluster of 2 separate species, C2H8IN2 in total.

As for the net charge: +1. As for the highest occupied orbital energy: -13.697 eV.

The geometry in XYZ format:
```
13
C2H8IN2 (ωB97M-V/def2-TZVPD)
C 0.345 -1.569 0.112
C 0.726 0.782 0.348
N 0.708 2.008 -0.078
N 0.210 -0.211 -0.278
I -2.965 -0.070 0.081
H -0.020 -1.706 1.138
H -0.304 -2.189 -0.610
H 1.385 -1.904 0.105
H 0.793 0.722 1.444
H 0.508 2.022 -1.023
H 0.577 2.932 0.350
H -1.710 -0.772 -0.423
H -0.253 -0.046 -1.165
```

=====

Which structure is the least stable? The one labeled version i.

=====

Version i
ORCA calculation (ωB97M-V/def2-TZVPD) on a cluster of 3 separate species, C4H15NO2 in total.

As for the SMILES: CC(C)CN.O.O. As for the highest occupied orbital energy: -9.155 eV.

The geometry in XYZ format:
```
22
C4H15NO2 (ωB97M-V/def2-TZVPD)
C 2.917 -0.444 -0.215
C 2.155 -1.520 -0.979
C 1.485 -2.447 0.152
C 0.931 -0.962 -1.687
N 0.127 -2.006 -2.362
H 3.895 -0.794 0.125
H 2.275 -0.177 0.609
H 3.049 0.444 -0.876
H 2.884 -2.048 -1.647
H 0.971 -3.305 -0.255
H 2.205 -2.626 0.947
H 0.713 -1.752 0.517
H 1.177 -0.198 -2.445
H 0.133 -0.442 -1.119
H 0.163 -2.980 -2.098
H 0.393 -2.085 -3.340
O -3.878 3.183 3.553
H -4.799 3.202 3.280
H -3.740 2.369 4.047
O -2.497 3.185 0.574
H -2.035 2.341 0.489
H -1.943 3.559 1.265
```

=====

Version ii
ORCA calculation (ωB97M-V/def2-TZVPD) on a cluster of 3 separate species, C4H15NO2 in total.

As for the SMILES: CC[C@H](C)N.O.O. As for the highest occupied orbital energy: -9.126 eV.

The geometry in XYZ format:
```
22
C4H15NO2 (ωB97M-V/def2-TZVPD)
C 0.488 -2.430 -2.234
C -0.712 -1.489 -1.897
C -0.685 -0.991 -0.404
C -1.705 0.117 -0.162
N 0.560 -0.200 -0.209
H 1.393 -2.232 -1.625
H 0.143 -3.295 -1.645
H 0.644 -2.373 -3.294
H -1.584 -2.112 -1.871
H -0.728 -0.558 -2.468
H -0.766 -1.779 0.345
H -1.659 0.702 0.763
H -1.733 0.870 -0.956
H -2.717 -0.242 -0.219
H 0.513 0.734 -0.601
H 1.361 -0.630 -0.662
O -0.437 3.017 0.638
H -1.028 2.675 -0.029
H -0.016 2.334 1.162
O 2.170 1.131 3.512
H 1.451 1.750 3.333
H 2.626 1.518 4.268
```

=====

Which structure is the least stable? The one labeled version ii.

=====

Version i
ORCA calculation (ωB97M-V/def2-TZVPD) on a cluster of 2 separate species, C3H3FO in total.

As for the SMILES: C=C=C=O.F. As for the highest occupied orbital energy: -10.073 eV.

The geometry in XYZ format:
```
8
C3H3FO (ωB97M-V/def2-TZVPD)
C 1.185 0.381 0.073
C -0.204 0.375 0.086
C -1.401 0.806 0.114
O -2.548 1.026 0.087
H 1.568 -0.596 -0.153
H 1.880 1.238 0.138
F -0.126 -2.080 -0.212
H -0.355 -1.150 -0.133
```

=====

Version ii
ORCA calculation (ωB97M-V/def2-TZVPD) on the molecule C3H3FO.

As for the SMILES: C=C(F)C=O. As for the highest occupied orbital energy: -10.236 eV.

The geometry in XYZ format:
```
8
C3H3FO (ωB97M-V/def2-TZVPD)
C -0.009 -0.416 1.158
C 0.322 0.398 0.189
F 1.212 1.400 0.056
C -0.248 0.097 -1.177
O -0.564 -1.025 -1.466
H 0.355 -0.181 2.148
H -0.728 -1.270 0.988
H -0.341 0.997 -1.895
```

=====

Which structure is the least stable? The one labeled version i.

=====

Version i
ORCA calculation (ωB97M-V/def2-TZVPD) on a cluster of 2 separate species, C4H2 in total.

As for the highest occupied orbital energy (alpha / beta): -10.245 / -9.377 eV.

The geometry in XYZ format:
```
6
C4H2 (ωB97M-V/def2-TZVPD)
C 2.119 2.313 -1.957
C 3.025 3.039 -1.933
C 0.179 0.112 -0.068
C 0.837 0.873 -0.900
H -0.302 -0.785 -0.421
H -0.183 -0.003 0.935
```

=====

Version ii
ORCA calculation (ωB97M-V/def2-TZVPD) on a cluster of 2 separate species, C4H2 in total.

As for the highest occupied orbital energy (alpha / beta): -10.976 / -10.916 eV.

The geometry in XYZ format:
```
6
C4H2 (ωB97M-V/def2-TZVPD)
C 0.387 1.160 -0.574
C -0.728 -1.007 0.675
C 0.701 2.168 -1.254
C -1.020 -2.085 1.133
H 0.769 3.212 -1.263
H -0.918 -2.808 1.938
```

=====

Which structure is the least stable? The one labeled version i.

=====

Version i
ORCA calculation (ωB97M-V/def2-TZVPD) on the molecule C5H10NO2.

Its multiplicity is 2. As for the highest occupied orbital energy (alpha / beta): -9.656 / -9.771 eV.

The geometry in XYZ format:
```
18
C5H10NO2 (ωB97M-V/def2-TZVPD)
C -0.229 1.737 0.872
N 0.084 1.138 -0.314
C 1.578 -2.185 -1.399
C 0.793 -0.881 -1.542
C 0.286 -0.353 -0.181
C -1.020 -1.116 0.404
O -1.288 -0.601 1.562
O -0.479 2.919 0.974
H -0.267 1.125 1.711
H -0.124 1.605 -1.218
H 2.588 -2.010 -1.019
H 1.035 -2.896 -0.667
H 1.852 -2.785 -2.356
H -0.150 -1.163 -2.139
H 1.323 -0.057 -2.058
H 1.280 -0.340 0.489
H -1.831 -0.999 -0.317
H -0.613 -2.211 0.557
```

=====

Version ii
ORCA calculation (ωB97M-V/def2-TZVPD) on the molecule C5H10NO2.

Its multiplicity is 2. As for the highest occupied orbital energy (alpha / beta): -9.986 / -9.979 eV.

The geometry in XYZ format:
```
18
C5H10NO2 (ωB97M-V/def2-TZVPD)
C 1.599 1.480 -0.438
O 2.253 0.320 -0.875
C 0.089 1.458 -0.726
C -0.833 1.260 0.469
C -0.763 -0.020 1.258
C -0.912 -1.259 0.414
N 0.110 -1.549 -0.425
O -1.874 -2.018 0.529
H 1.999 2.378 -0.927
H 1.826 1.658 0.630
H -0.034 0.712 -1.503
H -0.303 2.367 -1.171
H -0.636 2.111 1.111
H -1.827 1.547 0.157
H -1.451 -0.079 2.098
H 0.230 -0.194 1.680
H -0.013 -2.369 -1.011
H 1.704 -0.431 -0.619
```

=====

Which structure is the least stable? The one labeled version i.